Below is a cluster of 28 separate species, C10H73BF4N3O30 in total, with properties calculated with ωB97M-V/def2-TZVPD.

Calculated values
Energy   -88994.1621 eV
Net charge   +1
Molar mass   802.49 g/mol
E_HOMO   -11.618 eV

Each line ends with the Löwdin charge.
Atoms and positions in Å:
C (-0.559, 0.245, -3.982)  0.006
C (-0.701, 1.473, -3.153)  -0.508
O (-1.549, 2.301, -3.341)  0.114
O (0.159, 1.648, -2.097)  -0.030
C (-0.005, 0.577, -1.130)  -0.151
C (0.429, 1.056, 0.239)  -0.107
C (0.821, -0.092, 1.172)  -0.292
C (2.214, 0.240, 1.682)  -0.072
N (2.798, -0.844, 2.558)  0.067
C (3.282, -2.085, 1.899)  -0.441
F (2.279, -2.941, 1.733)  0.185
F (4.167, -2.625, 2.762)  0.153
C (4.028, -1.879, 0.566)  -0.276
F (3.157, -1.570, -0.408)  0.119
F (4.887, -0.856, 0.736)  0.122
C (1.820, -1.130, 3.714)  -0.027
C (0.367, -1.229, 3.252)  -0.207
B (-0.605, -1.236, 4.521)  -0.568
N (-0.364, -0.328, 5.640)  0.170
O (-1.663, -2.097, 4.566)  0.141
N (-0.077, -0.185, 2.322)  0.051
H (-0.933, 0.466, -4.979)  0.094
H (-1.210, -0.533, -3.574)  0.096
H (0.451, -0.147, -4.070)  0.093
H (0.605, -0.288, -1.410)  0.127
H (-1.061, 0.299, -1.103)  0.138
H (1.304, 1.703, 0.174)  0.084
H (-0.368, 1.627, 0.712)  0.114
H (0.800, -1.074, 0.688)  0.145
H (2.939, 0.563, 0.940)  0.117
H (2.088, 1.064, 2.383)  0.108
H (3.643, -0.433, 2.968)  0.183
H (4.566, -2.795, 0.316)  0.181
H (1.983, -0.343, 4.448)  0.142
H (2.116, -2.071, 4.172)  0.115
H (0.241, -2.184, 2.732)  0.137
H (-0.722, -0.795, 6.475)  0.076
H (-1.036, 0.441, 5.544)  0.068
H (-1.963, -2.378, 3.687)  0.091
H (-0.088, 0.723, 2.783)  0.132
O (-4.140, -0.809, 3.711)  -0.047
H (-3.953, -1.176, 4.583)  0.013
H (-4.825, -1.382, 3.354)  0.042
O (1.667, -2.772, 6.397)  -0.037
H (0.858, -2.820, 6.918)  0.048
H (2.160, -3.552, 6.676)  0.054
O (-0.322, -1.788, -6.155)  -0.059
H (0.435, -2.278, -6.505)  -0.004
H (-1.082, -2.315, -6.421)  0.046
O (4.171, 2.134, 2.775)  -0.042
H (5.030, 2.065, 3.215)  0.029
H (4.354, 2.712, 2.024)  0.048
O (-3.632, -3.279, 6.323)  -0.056
H (-3.910, -4.075, 5.861)  0.037
H (-2.950, -2.884, 5.763)  -0.017
O (7.240, 2.488, 3.571)  -0.045
H (7.776, 3.284, 3.493)  0.048
H (7.677, 1.963, 4.249)  0.048
O (-4.024, -0.586, -3.929)  -0.038
H (-3.718, 0.281, -3.637)  0.039
H (-4.325, -1.022, -3.125)  0.056
O (1.860, -3.455, -7.366)  -0.049
H (1.907, -4.321, -6.939)  0.018
H (2.641, -3.403, -7.923)  0.053
O (3.249, 2.323, -1.068)  -0.054
H (2.342, 2.259, -1.389)  0.005
H (3.728, 2.732, -1.801)  0.014
O (-2.575, 2.318, -0.184)  -0.050
H (-2.074, 2.601, -0.960)  0.017
H (-2.746, 3.147, 0.284)  0.006
O (1.398, 3.256, 2.196)  -0.049
H (2.247, 3.181, 2.652)  0.006
H (1.570, 3.952, 1.552)  0.036
O (-5.850, 0.163, -6.186)  -0.053
H (-5.049, -0.012, -5.674)  0.006
H (-5.627, 0.887, -6.779)  0.045
O (-3.126, -3.892, 2.259)  -0.053
H (-2.372, -4.489, 2.170)  0.015
H (-3.851, -4.436, 1.935)  0.040
O (-8.690, 0.101, -7.211)  -0.057
H (-7.811, 0.014, -6.819)  -0.007
H (-8.625, 0.847, -7.814)  0.038
O (-9.258, -0.072, -4.171)  -0.070
H (-9.489, -0.598, -4.944)  0.019
H (-8.668, 0.595, -4.535)  0.018
O (3.375, 4.241, -3.236)  -0.044
H (2.473, 4.201, -3.569)  0.047
H (3.889, 4.624, -3.954)  0.054
O (7.195, -3.659, 2.825)  -0.062
H (7.465, -4.586, 2.794)  0.014
H (6.236, -3.686, 2.792)  -0.003
O (2.558, -5.456, -5.206)  -0.048
H (2.966, -4.651, -4.870)  0.043
H (2.314, -5.961, -4.426)  0.045
O (-2.839, 1.186, 6.575)  -0.044
H (-2.951, 1.241, 7.529)  0.052
H (-3.716, 1.340, 6.207)  0.050
O (-3.670, 4.893, 0.990)  -0.048
H (-4.254, 5.494, 0.517)  0.052
H (-4.264, 4.301, 1.465)  0.051
O (7.747, -5.976, 1.099)  -0.052
H (8.341, -6.698, 0.870)  0.049
H (7.657, -5.460, 0.292)  0.043
O (0.337, 1.694, 8.545)  -0.056
H (0.068, 0.945, 8.005)  0.000
H (1.052, 2.099, 8.045)  0.035
O (-3.930, 3.154, -4.853)  -0.060
H (-3.120, 3.070, -4.337)  -0.018
H (-3.759, 3.876, -5.468)  0.011
O (-1.940, 4.889, -6.458)  -0.041
H (-1.490, 5.730, -6.321)  0.057
H (-1.512, 4.270, -5.858)  0.037
O (-2.871, 6.639, -8.939)  -0.057
H (-2.701, 5.995, -8.244)  -0.009
H (-3.395, 6.167, -9.592)  0.036
O (3.552, 5.177, 1.628)  -0.037
H (4.070, 5.337, 0.832)  0.052
H (3.532, 6.019, 2.094)  0.058
O (-2.312, -6.766, 1.815)  -0.047
H (-1.557, -7.337, 1.640)  0.046
H (-3.062, -7.367, 1.876)  0.050

Below is a cluster of 27 separate species, C10H73ClN4O29P in total in a non-equilibrium geometry, with properties calculated with ωB97M-V/def2-TZVPD.

Calculated values
Energy   -98697.9366 eV
Net charge   +1
Molar mass   780.12 g/mol
E_HOMO   -11.991 eV

Each line ends with the Löwdin charge.
Atoms and positions in Å:
C (-1.374, -7.764, -1.209)  -0.077
C (-2.729, -7.194, -0.551)  -0.198
C (-2.965, -5.709, -1.058)  -0.564
Cl (-4.557, -5.550, -1.960)  0.684
N (-2.816, -4.664, -0.022)  -0.095
C (-2.538, -4.731, 1.369)  0.063
N (-2.501, -3.377, 1.772)  0.133
C (-2.734, -2.492, 0.682)  -0.269
N (-2.761, -1.155, 0.630)  -0.080
C (-3.059, -0.309, -0.566)  -0.136
C (-2.222, -0.637, -1.890)  -0.156
C (-0.705, -1.064, -1.675)  -0.383
C (-0.334, -2.031, -2.917)  -0.079
C (0.329, 0.178, -1.652)  -0.079
P (-2.472, -0.290, 2.160)  0.659
O (-3.786, -0.181, 2.933)  -0.281
O (-1.945, 1.315, 1.916)  -0.140
O (-1.315, -1.026, 3.126)  -0.143
N (-2.945, -3.368, -0.406)  0.163
H (-0.949, -8.619, -0.606)  0.094
H (-1.511, -8.029, -2.304)  0.102
H (-0.589, -6.940, -1.195)  0.046
H (-2.603, -7.308, 0.563)  0.103
H (-3.594, -7.823, -0.902)  0.106
H (-2.156, -5.502, -1.837)  0.125
H (-2.402, -5.679, 1.955)  0.165
H (-2.980, 0.801, -0.380)  0.131
H (-4.158, -0.499, -0.817)  0.146
H (-2.815, -1.362, -2.545)  0.103
H (-2.193, 0.333, -2.494)  0.139
H (-0.498, -1.655, -0.732)  0.104
H (0.590, -2.644, -2.727)  0.075
H (-0.249, -1.351, -3.828)  0.094
H (-1.252, -2.680, -3.129)  0.065
H (0.733, 0.329, -2.691)  0.087
H (1.155, -0.113, -0.920)  0.092
H (-0.240, 1.059, -1.240)  0.075
H (-0.960, 1.228, 1.835)  0.069
H (-0.685, -1.472, 2.514)  0.091
H (-3.168, -3.142, -1.379)  0.146
O (0.879, -4.778, -1.261)  -0.066
H (1.029, -5.730, -1.178)  0.005
H (0.049, -4.627, -0.798)  -0.002
O (0.317, -1.102, 5.841)  -0.046
H (-0.564, -1.130, 5.444)  0.021
H (0.230, -0.444, 6.546)  0.073
O (0.291, 3.021, -2.824)  -0.065
H (-0.164, 3.733, -2.358)  0.054
H (1.111, 3.433, -3.134)  0.026
O (2.817, 2.188, -1.472)  -0.059
H (2.899, 1.832, -0.579)  0.014
H (1.887, 2.050, -1.693)  -0.019
O (0.485, 2.051, 3.501)  -0.071
H (0.220, 2.515, 4.309)  0.027
H (0.481, 1.122, 3.755)  -0.001
O (2.309, 3.085, 1.159)  -0.043
H (2.375, 2.799, 2.082)  0.036
H (2.359, 4.044, 1.208)  0.034
O (1.890, 5.587, -2.359)  -0.048
H (2.000, 6.266, -3.035)  0.057
H (2.710, 5.625, -1.853)  0.036
O (1.267, 3.539, -5.961)  -0.050
H (1.832, 2.880, -6.380)  0.046
H (0.720, 3.024, -5.353)  0.013
O (-0.015, -2.372, 8.423)  -0.063
H (0.164, -2.150, 7.498)  -0.015
H (-0.959, -2.208, 8.525)  0.032
O (4.507, 4.310, -3.295)  -0.072
H (5.102, 3.658, -3.694)  -0.007
H (4.010, 3.804, -2.643)  -0.012
O (2.380, 0.494, 4.535)  -0.062
H (2.966, -0.161, 4.132)  0.033
H (1.874, -0.006, 5.188)  0.004
O (6.836, 2.769, -4.096)  -0.050
H (7.400, 2.764, -4.878)  0.055
H (7.375, 3.199, -3.421)  0.056
O (4.816, 0.131, 2.605)  -0.074
H (4.390, 0.993, 2.598)  0.001
H (5.501, 0.208, 1.932)  0.009
O (-4.814, -8.163, -3.854)  -0.082
H (-5.688, -8.180, -4.260)  0.043
H (-4.890, -7.501, -3.157)  -0.081
O (5.447, 2.426, 1.677)  -0.071
H (5.496, 3.071, 0.960)  0.049
H (6.281, 2.538, 2.148)  0.072
O (5.891, 0.137, -0.506)  -0.052
H (6.015, 0.335, -1.442)  0.041
H (4.948, 0.275, -0.362)  0.017
O (-1.239, 2.420, 5.736)  -0.052
H (-2.136, 2.348, 5.377)  0.024
H (-1.315, 3.097, 6.419)  0.060
O (-1.534, 5.318, -5.125)  -0.053
H (-0.658, 4.913, -5.130)  0.010
H (-1.447, 6.068, -5.724)  0.055
O (4.913, 5.075, 1.832)  -0.045
H (4.998, 4.711, 2.720)  0.049
H (3.988, 4.943, 1.615)  0.007
O (-4.426, 6.671, -4.200)  -0.050
H (-5.053, 6.016, -4.526)  0.054
H (-3.562, 6.300, -4.430)  0.007
O (-2.123, 7.387, -2.735)  -0.058
H (-1.869, 6.644, -2.178)  0.043
H (-3.034, 7.186, -2.992)  0.003
O (0.872, -4.989, 1.424)  -0.057
H (0.409, -4.264, 1.858)  0.017
H (1.695, -4.588, 1.118)  0.054
O (-3.773, 3.145, 3.974)  -0.048
H (-3.292, 2.788, 3.214)  0.012
H (-4.554, 2.584, 4.034)  0.046
O (2.026, -7.901, -0.920)  -0.052
H (2.878, -7.509, -1.145)  0.051
H (2.049, -8.768, -1.341)  0.051
O (-2.733, -2.210, 5.639)  -0.049
H (-2.548, -1.974, 4.724)  -0.018
H (-3.674, -2.027, 5.742)  0.051
O (-2.118, 8.682, -0.149)  -0.075
H (-1.244, 8.849, 0.221)  0.029
H (-2.010, 8.852, -1.095)  0.009

Below is a cluster of 2 separate species, C10H7BrO2 in total in a non-equilibrium geometry, with properties calculated with ωB97M-V/def2-TZVPD.

Calculated values
Energy   -84618.5265 eV
Net charge   0
Molar mass   239.07 g/mol
E_HOMO   -8.382 eV

Each line ends with the Löwdin charge.
Atoms and positions in Å:
C (0.415, -1.291, 1.904)  -0.078
C (1.520, -0.565, 1.366)  -0.086
C (-0.884, -1.170, 1.326)  -0.027
C (1.304, 0.218, 0.242)  -0.046
C (-1.042, -0.286, 0.185)  -0.238
C (0.033, 0.435, -0.347)  -0.271
C (0.170, -1.072, -3.293)  0.056
C (-2.612, -0.166, -1.707)  -0.324
C (-2.336, -0.210, -0.433)  -0.583
C (0.010, 1.345, -1.479)  -0.074
O (-0.171, -1.737, -2.429)  0.047
O (-2.899, -0.187, -2.816)  0.203
Br (-4.049, -0.333, 0.510)  0.761
H (0.642, -1.744, 2.954)  0.129
H (2.513, -0.819, 1.682)  0.092
H (-1.799, -1.750, 1.620)  0.097
H (2.035, 0.861, -0.245)  0.106
H (-0.213, 0.853, -2.467)  0.038
H (-0.923, 1.859, -1.396)  0.073
H (0.753, 2.217, -1.430)  0.127

Below is a cluster of 2 separate species, C10H7F4NO2S in total in a non-equilibrium geometry, with properties calculated with ωB97M-V/def2-TZVPD.

Calculated values
Energy   -37769.2714 eV
Net charge   0
Molar mass   281.23 g/mol
E_HOMO   -8.071 eV

Each line ends with the Löwdin charge.
Atoms and positions in Å:
F (-2.144, 1.428, 2.595)  0.130
C (-0.999, 0.740, 2.450)  -0.117
C (-1.003, -0.605, 2.305)  -0.133
F (-2.162, -1.295, 2.272)  0.105
C (0.216, -1.410, 2.364)  -0.265
O (0.192, -2.638, 2.248)  0.143
C (1.438, -0.642, 2.586)  -0.126
F (2.562, -1.356, 2.762)  0.130
C (1.446, 0.706, 2.677)  -0.129
F (2.589, 1.383, 2.866)  0.135
C (0.236, 1.509, 2.571)  -0.251
O (0.244, 2.747, 2.634)  0.159
C (-3.101, -2.870, -0.636)  -0.250
S (-1.564, -2.547, -1.587)  1.004
C (-2.223, -2.706, -3.287)  -0.256
C (-1.393, -0.847, -1.384)  -0.450
C (-0.319, -0.334, -0.699)  -0.377
N (0.612, 0.218, -0.225)  0.152
H (-2.844, -2.705, 0.410)  0.037
H (-3.874, -2.175, -0.964)  0.063
H (-3.386, -3.907, -0.815)  0.050
H (-1.394, -2.514, -3.972)  0.059
H (-2.569, -3.736, -3.404)  0.053
H (-3.039, -2.001, -3.459)  0.062
H (-1.935, -0.168, -2.048)  0.070

Below is the ion C10H7INO2 with charge -1 in a non-equilibrium geometry, with properties calculated with ωB97M-V/def2-TZVPD.

Calculated values
Energy   -24166.1560 eV
Net charge   -1
Molar mass   300.07 g/mol
E_HOMO   -3.885 eV

Each line ends with the Löwdin charge.
Atoms and positions in Å:
O (-0.677, 2.129, 1.735)  -0.049
C (0.385, 1.635, 1.990)  -0.855
O (1.106, 1.847, 2.986)  -0.064
N (1.002, 0.694, 1.091)  0.159
C (0.411, -0.272, 0.566)  -0.336
C (1.218, -1.442, 0.234)  0.001
C (0.686, -2.567, -0.393)  -0.107
C (-0.692, -2.667, -0.628)  -0.143
C (-1.452, -1.639, -0.367)  -0.060
C (-1.001, -0.261, 0.119)  -0.240
C (-1.061, 0.771, -0.954)  -0.061
C (-0.223, 1.796, -1.094)  -0.162
C (0.813, 2.549, -0.901)  -0.629
I (0.753, 4.525, -0.214)  0.788
H (2.322, -1.403, 0.550)  0.129
H (1.508, -3.284, -0.622)  0.097
H (-0.960, -3.548, -1.113)  0.082
H (-2.459, -1.790, -0.568)  0.079
H (-1.618, 0.230, 1.008)  0.189
H (-1.696, 0.286, -1.811)  0.140
H (1.632, 2.410, -1.614)  0.041

Below is the ion C10H7N2 with charge +1 in a non-equilibrium geometry, with properties calculated with ωB97M-V/def2-TZVPD.

Calculated values
Energy   -13450.5768 eV
Net charge   +1
Molar mass   155.18 g/mol
E_HOMO (alpha / beta)   -12.912 / -12.910 eV

Each line ends with the Löwdin charge.
Atoms and positions in Å:
C (3.570, 2.025, -0.186)  0.202
C (2.805, 1.081, -0.135)  -0.193
N (1.917, 0.150, -0.041)  0.075
C (2.043, -1.162, -0.088)  -0.069
C (1.016, -2.098, 0.074)  -0.038
C (-0.398, -1.927, 0.074)  0.050
C (-1.043, -0.620, 0.004)  -0.175
C (-0.307, 0.509, 0.232)  0.097
N (-0.776, 1.705, 0.267)  0.169
C (-2.091, 1.953, 0.181)  -0.021
C (-2.937, 0.868, -0.034)  -0.031
C (-2.432, -0.358, -0.199)  0.019
H (4.537, 2.504, -0.115)  0.064
H (3.106, -1.596, -0.103)  0.174
H (1.522, -3.077, 0.293)  0.133
H (-1.014, -2.820, -0.166)  0.138
H (-2.313, 2.935, 0.382)  0.107
H (-3.964, 1.107, -0.140)  0.122
H (-3.241, -1.179, -0.298)  0.178

Below is a structure of composition C10H7N3 in a non-equilibrium geometry, with properties calculated with ωB97M-V/def2-TZVPD.

Calculated values
Energy   -14949.8133 eV
Net charge   0
Molar mass   169.19 g/mol
E_HOMO   -9.685 eV

Each line ends with the Löwdin charge.
Atoms and positions in Å:
C (1.527, 1.468, 0.806)  -0.214
C (2.096, -0.969, -0.125)  -0.214
C (-1.685, -0.261, 1.374)  -0.069
C (-1.250, -1.652, 1.134)  -0.051
C (-0.992, 0.841, 0.989)  -0.020
C (-0.158, -1.915, 0.391)  -0.024
C (-0.008, 0.240, -2.045)  -0.160
C (-0.016, 1.433, -1.215)  -0.102
C (0.355, 0.934, 0.185)  -0.220
C (0.706, -0.919, -0.254)  -0.312
N (2.250, 1.999, 1.504)  0.200
N (3.230, -0.971, -0.019)  0.212
N (0.445, -0.850, -1.674)  0.132
H (-2.651, -0.003, 1.763)  0.096
H (-1.881, -2.439, 1.629)  0.125
H (-1.332, 1.821, 1.325)  0.112
H (0.114, -2.932, 0.242)  0.111
H (-0.479, 0.193, -2.986)  0.114
H (0.752, 2.059, -1.708)  0.143
H (-1.021, 1.924, -1.317)  0.144

Q: Which value of energy does entry 3 give?
A: -84618.5265 eV